# 1
This record from OMol25 describes C35H79B2NNbO21 as an isolated structure. The level of theory is the ωB97M-V functional and the def2-TZVPD basis.

Last column: Mulliken charge in e.
Atoms and positions in Å:
C  -1.92  -1.35  3.87  -1.56
C  -1.48  -0.08  3.14  0.40
C  -1.88  -0.05  1.66  -0.28
O  -0.74  0.09  0.83  -0.18
C  -0.79  1.14  -0.16  -0.76
Nb  1.35  1.96  -0.56  -1.24
C  0.73  3.81  -1.75  -0.88
C  1.14  4.00  -3.23  -0.58
C  2.63  3.93  -3.49  -0.25
O  3.03  5.09  -4.26  -0.59
C  1.29  2.70  1.58  -0.49
C  0.84  4.16  1.78  -1.18
C  -0.64  4.41  1.57  -0.56
C  -1.52  3.78  2.66  1.93
C  -2.83  4.54  2.75  -1.40
O  -3.81  3.90  3.55  -0.14
C  -4.57  2.96  2.82  -0.64
B  2.19  -0.08  0.31  0.28
N  3.15  -0.07  1.45  -0.48
O  1.87  -1.34  -0.15  -0.32
B  1.15  0.63  -2.49  0.15
O  2.15  -0.22  -3.00  -0.08
O  -0.02  0.66  -3.22  0.29
C  -0.12  -0.08  -4.45  0.91
C  -1.52  0.14  -5.03  -1.38
H  -2.97  -1.32  4.16  0.34
H  -1.35  -1.48  4.78  0.43
H  -1.76  -2.23  3.25  0.38
H  -0.39  -0.02  3.18  0.14
H  -1.89  0.78  3.66  -0.15
H  -2.38  -1.00  1.42  -0.02
H  -2.58  0.76  1.48  0.43
H  -1.26  0.72  -1.06  0.69
H  -1.42  1.97  0.18  0.38
H  3.15  2.28  -0.87  -0.16
H  -0.37  3.76  -1.77  0.23
H  1.00  4.74  -1.25  0.65
H  0.86  5.02  -3.53  0.55
H  0.57  3.33  -3.88  0.08
H  2.86  3.04  -4.09  0.09
H  3.18  3.92  -2.56  0.25
H  3.98  5.13  -4.23  0.30
H  0.69  2.07  2.24  0.02
H  2.32  2.60  1.93  0.35
H  1.05  4.43  2.83  0.57
H  1.44  4.86  1.19  0.44
H  -0.81  5.49  1.57  0.41
H  -0.99  4.06  0.60  0.28
H  -1.77  2.77  2.34  -1.21
H  -1.02  3.76  3.62  0.21
H  -2.65  5.53  3.17  0.34
H  -3.22  4.71  1.74  0.34
H  -3.99  2.06  2.62  0.12
H  -5.42  2.68  3.43  0.30
H  -4.91  3.37  1.87  0.36
H  2.79  -0.67  2.19  0.13
H  3.98  -0.56  1.12  0.18
H  0.99  -1.33  -0.54  0.07
H  2.89  0.28  -3.34  0.14
H  0.62  0.28  -5.15  0.25
H  0.03  -1.13  -4.25  -0.67
H  -1.51  0.75  -5.92  0.30
H  -2.03  -0.80  -5.22  0.27
H  -2.11  0.67  -4.29  0.34
C  -7.37  -2.64  -0.43  -1.10
C  -6.65  -3.95  -0.67  -0.24
O  -5.53  -3.79  -1.55  -0.36
C  -4.43  -3.29  -0.97  0.62
O  -4.32  -3.00  0.19  -0.60
O  -3.50  -3.17  -1.91  -0.15
C  -2.26  -2.58  -1.47  -0.53
H  -7.65  -2.17  -1.37  0.30
H  -8.27  -2.81  0.16  0.36
H  -6.73  -1.94  0.12  0.30
H  -7.31  -4.65  -1.19  0.33
H  -6.33  -4.41  0.26  0.31
H  -1.87  -3.10  -0.60  0.40
H  -2.41  -1.52  -1.24  0.30
H  -1.57  -2.68  -2.30  0.02
C  2.73  -3.50  -2.35  -1.03
C  1.75  -3.91  -3.42  0.27
O  2.34  -3.98  -4.73  -0.31
C  3.04  -5.06  -5.00  0.71
O  3.21  -6.01  -4.28  -0.58
O  3.53  -4.94  -6.24  -0.30
C  4.36  -6.03  -6.65  -0.75
H  3.21  -2.56  -2.61  0.18
H  2.22  -3.37  -1.40  0.19
H  3.51  -4.26  -2.22  0.47
H  0.96  -3.16  -3.51  -0.23
H  1.28  -4.87  -3.19  0.43
H  3.85  -6.98  -6.52  0.31
H  5.29  -6.03  -6.09  0.30
H  4.57  -5.87  -7.70  0.25
C  0.35  -4.48  -7.48  -0.87
C  -0.54  -5.70  -7.46  -0.29
O  -1.29  -5.79  -6.24  -0.40
C  -2.37  -5.01  -6.18  0.84
O  -2.78  -4.30  -7.06  -0.60
O  -2.90  -5.14  -4.97  -0.35
C  -4.03  -4.29  -4.70  -0.39
H  0.99  -4.44  -6.60  0.03
H  0.98  -4.49  -8.37  0.37
H  -0.25  -3.57  -7.50  0.36
H  0.07  -6.61  -7.47  0.32
H  -1.21  -5.73  -8.31  0.37
H  -4.80  -4.41  -5.45  0.37
H  -3.71  -3.26  -4.65  0.14
H  -4.41  -4.60  -3.73  0.10
C  6.30  0.92  1.83  -0.70
C  6.28  0.63  3.31  -0.11
O  7.54  0.10  3.78  -0.35
C  8.50  0.98  3.98  0.77
O  8.43  2.18  3.84  -0.55
O  9.60  0.32  4.37  -0.35
C  10.74  1.15  4.57  -0.64
H  6.60  0.04  1.27  0.27
H  5.30  1.23  1.51  -0.06
H  7.00  1.72  1.59  0.37
H  5.55  -0.14  3.53  0.21
H  6.02  1.52  3.89  0.30
H  10.51  1.97  5.25  0.30
H  11.10  1.55  3.62  0.29
H  11.50  0.52  5.02  0.22
C  -2.55  4.43  6.28  -0.84
C  -3.92  3.91  6.62  0.05
O  -3.85  2.89  7.64  -0.37
C  -3.68  3.31  8.88  0.78
O  -3.62  4.46  9.25  -0.57
O  -3.60  2.24  9.68  -0.35
C  -3.36  2.55  11.05  -0.64
H  -1.89  3.61  5.99  0.20
H  -2.60  5.14  5.45  0.16
H  -2.10  4.94  7.14  0.44
H  -4.37  3.44  5.76  0.05
H  -4.58  4.71  6.96  0.28
H  -4.09  3.26  11.42  0.30
H  -2.36  2.95  11.18  0.29
H  -3.45  1.61  11.59  0.22

Summary:
- electronic energy (eV) = -84965.945
- highest occupied orbital energy (eV) = -4.3
- spin multiplicity = 1
- largest force on an atom (eV Å⁻¹) = 3.8
- net charge = -1



# 2
This record from OMol25 describes a 14-piece molecular cluster, C35H79N12O25S4 overall. The level of theory is the ωB97M-V functional and the def2-TZVPD basis.

Last column: Mulliken charge in e.
Atoms and positions in Å:
C  8.76  -8.18  -26.21  -0.99
C  7.78  -8.98  -25.20  -0.91
N  7.39  -8.22  -24.07  0.36
C  6.45  -7.16  -24.22  -0.34
C  6.14  -6.79  -22.95  -0.84
N  7.01  -7.41  -22.05  0.30
C  7.73  -8.34  -22.78  -0.26
C  7.26  -6.91  -20.71  -0.97
H  9.63  -7.85  -25.63  0.29
H  8.24  -7.33  -26.63  0.36
H  8.96  -8.86  -27.04  0.37
H  8.32  -9.87  -24.89  0.43
H  6.89  -9.47  -25.62  0.42
H  6.04  -6.72  -25.12  0.50
H  5.42  -6.02  -22.72  0.56
H  8.42  -9.05  -22.35  0.65
H  8.00  -7.61  -20.32  0.33
H  6.43  -6.87  -20.00  0.34
H  7.71  -5.92  -20.80  0.36
C  11.15  -4.31  -16.56  0.64
O  10.54  -4.97  -17.40  -0.68
N  12.43  -4.33  -16.54  -0.38
N  10.61  -3.54  -15.62  -0.31
H  13.05  -3.77  -15.97  0.17
H  12.83  -4.88  -17.28  0.22
H  9.65  -3.36  -15.35  0.19
H  11.30  -2.91  -15.23  0.15
C  9.81  -14.63  -23.56  0.65
O  9.72  -13.47  -23.34  -0.62
N  9.39  -15.29  -24.62  -0.39
N  10.16  -15.48  -22.64  -0.43
H  8.76  -14.76  -25.20  0.23
H  9.20  -16.27  -24.44  0.19
H  10.14  -16.47  -22.85  0.15
H  10.44  -15.02  -21.79  0.23
C  5.32  -14.73  -27.31  0.66
O  6.27  -14.03  -27.00  -0.65
N  4.83  -15.77  -26.61  -0.41
N  4.77  -14.56  -28.44  -0.38
H  4.23  -16.44  -27.07  0.17
H  5.22  -16.12  -25.75  0.22
H  4.14  -15.19  -28.92  0.17
H  5.01  -13.67  -28.84  0.21
C  10.08  -14.62  -29.50  0.67
O  11.07  -15.32  -29.20  -0.69
N  9.14  -15.13  -30.26  -0.46
N  9.79  -13.42  -29.17  -0.35
H  8.29  -14.62  -30.06  0.18
H  9.18  -16.14  -30.31  0.26
H  8.93  -12.95  -29.44  0.19
H  10.18  -13.23  -28.26  0.22
C  7.65  -10.18  -32.17  0.65
O  8.64  -9.80  -32.72  -0.60
N  7.07  -11.37  -32.18  -0.44
N  6.96  -9.33  -31.47  -0.41
H  7.58  -12.05  -32.72  0.24
H  6.09  -11.54  -32.04  0.19
H  7.43  -8.45  -31.28  0.23
H  6.01  -9.66  -31.45  0.16
C  -1.55  -3.46  -21.26  -0.32
C  -2.18  -4.79  -20.94  -0.32
O  -1.11  -5.71  -20.72  -0.33
S  0.32  -4.92  -20.55  1.07
O  1.09  -5.11  -21.81  -0.49
O  0.98  -5.24  -19.27  -0.52
O  -0.41  -3.46  -20.46  -0.26
H  -2.08  -2.53  -21.05  0.31
H  -1.30  -3.42  -22.32  0.27
H  -2.88  -5.28  -21.62  0.32
H  -2.73  -4.66  -20.01  0.28
C  3.81  0.50  -18.16  -0.21
C  3.06  -0.83  -18.28  -0.30
O  3.51  -1.58  -19.35  -0.24
S  5.17  -1.26  -19.52  0.99
O  5.66  -1.47  -20.85  -0.50
O  5.89  -1.85  -18.41  -0.46
O  4.79  0.28  -19.15  -0.35
H  4.10  0.68  -17.13  0.25
H  3.18  1.35  -18.44  0.29
H  2.00  -0.63  -18.45  0.27
H  3.12  -1.48  -17.40  0.28
C  6.43  -5.95  -13.36  -0.27
C  5.85  -6.26  -14.77  -0.30
O  5.63  -4.97  -15.35  -0.21
S  5.57  -3.78  -14.16  1.05
O  4.33  -3.03  -14.08  -0.53
O  6.81  -3.00  -14.21  -0.52
O  5.68  -4.91  -12.96  -0.31
H  7.48  -5.69  -13.20  0.30
H  6.10  -6.81  -12.78  0.27
H  4.83  -6.63  -14.88  0.24
H  6.51  -6.76  -15.48  0.27
C  0.37  -9.12  -22.92  -0.25
C  0.10  -9.89  -21.59  -0.21
O  1.01  -11.00  -21.66  -0.31
S  2.39  -10.47  -22.32  1.03
O  3.02  -11.64  -22.98  -0.52
O  3.17  -9.80  -21.25  -0.54
O  1.71  -9.38  -23.36  -0.24
H  0.29  -8.04  -23.00  0.24
H  -0.23  -9.57  -23.71  0.24
H  -0.92  -10.25  -21.72  0.29
H  0.04  -9.33  -20.66  0.28
C  13.30  -8.98  -19.18  -0.47
C  12.31  -9.75  -18.27  -0.49
C  11.77  -10.86  -19.16  -0.43
O  11.77  -10.34  -20.46  -0.35
C  12.88  -9.46  -20.65  -0.35
H  14.27  -9.37  -18.89  0.25
H  13.40  -7.91  -18.99  0.26
H  11.48  -9.14  -17.90  0.21
H  12.67  -10.12  -17.31  0.37
H  10.78  -11.28  -18.94  0.28
H  12.43  -11.73  -19.28  0.24
H  12.52  -8.53  -21.10  0.19
H  13.68  -9.98  -21.17  0.28
C  11.04  -3.63  -23.14  -0.37
C  10.43  -2.50  -23.92  -0.51
C  10.09  -3.09  -25.32  -0.46
O  10.95  -4.12  -25.51  -0.42
C  11.46  -4.57  -24.22  -0.26
H  10.32  -3.94  -22.37  0.31
H  11.94  -3.12  -22.82  0.20
H  11.22  -1.77  -24.11  0.28
H  9.56  -2.15  -23.37  0.26
H  9.96  -2.34  -26.10  0.37
H  9.05  -3.41  -25.38  0.21
H  12.53  -4.74  -24.07  0.34
H  11.00  -5.54  -24.00  0.08
C  0.17  -6.39  -27.77  -0.38
C  -1.01  -5.59  -27.88  -0.51
C  -0.51  -4.17  -28.22  -0.33
O  0.57  -4.17  -27.33  -0.44
C  0.94  -5.46  -26.93  -0.30
H  0.70  -6.61  -28.69  0.27
H  0.03  -7.30  -27.18  0.26
H  -1.64  -5.62  -26.99  0.24
H  -1.61  -6.13  -28.61  0.33
H  -1.16  -3.31  -28.01  0.25
H  -0.11  -4.06  -29.23  0.23
H  0.78  -5.46  -25.85  0.17
H  2.00  -5.65  -27.10  0.22
C  14.44  -8.97  -26.55  -0.43
C  14.85  -9.54  -27.88  -0.43
C  13.70  -10.55  -28.09  -0.49
O  12.79  -10.76  -26.97  -0.34
C  13.47  -10.02  -25.94  -0.52
H  13.82  -8.07  -26.62  0.17
H  15.35  -8.77  -25.99  0.36
H  15.76  -10.12  -27.83  0.27
H  14.79  -8.85  -28.72  0.27
H  14.09  -11.55  -28.28  0.29
H  13.14  -10.27  -28.98  0.27
H  14.10  -10.62  -25.28  0.22
H  12.81  -9.63  -25.17  0.36

Summary:
- electronic energy (eV) = -149970.052
- highest occupied orbital energy (eV) = -10.5
- spin multiplicity = 1
- largest force on an atom (eV Å⁻¹) = 6.7
- net charge = +1